# 1
Here is a structure of composition C21H74AgF3O23P at a distorted geometry from the Open Molecules 2025 dataset. Energies are from wB97M-V/def2-TZVPD.

**Orbital gap (spin up / spin down)**: 5.445 / 5.212 eV

```
! RIJCOSX wB97M-V def2-TZVPD def2/J DEFGRID3
* xyz -2 2
Ag -9.990 2.496 -21.001
C -12.166 1.300 -19.262
O -11.624 0.662 -20.413
O -11.357 2.381 -19.098
C -13.682 1.531 -19.494
F -14.283 1.833 -18.291
F -13.951 2.544 -20.319
F -14.339 0.451 -19.969
C -11.641 -0.751 -20.421
C -10.902 -1.134 -21.695
H -11.373 -0.688 -22.574
H -9.888 -0.735 -21.682
H -10.834 -2.213 -21.869
H -12.606 -1.266 -20.384
H -11.007 -1.210 -19.647
H -12.093 0.623 -18.391
P -9.905 3.419 -23.329
O -10.259 4.335 -22.137
O -10.905 2.264 -23.015
O -8.597 2.679 -22.949
O -10.392 3.807 -24.713
C -7.248 0.937 -20.230
O -8.636 0.870 -19.971
H -7.009 0.873 -21.292
H -6.832 1.860 -19.813
H -6.695 0.093 -19.794
H -8.711 0.509 -19.073
C -12.228 3.374 -15.892
O -11.326 4.021 -16.773
H -11.804 2.374 -15.725
H -12.451 3.959 -15.004
H -13.172 3.158 -16.412
H -11.248 3.408 -17.538
C -17.063 4.040 -16.741
O -17.127 3.554 -15.396
H -18.034 3.780 -17.176
H -16.911 5.114 -16.777
H -16.293 3.535 -17.329
H -17.338 2.619 -15.437
C -8.289 -3.332 -19.723
O -9.036 -4.037 -18.742
H -7.809 -2.465 -19.259
H -7.509 -3.988 -20.109
H -8.848 -2.958 -20.585
H -9.731 -3.460 -18.406
C -10.659 -1.315 -25.715
O -10.947 -0.076 -25.100
H -11.519 -1.519 -26.356
H -9.726 -1.348 -26.287
H -10.601 -2.136 -24.988
H -10.195 0.123 -24.508
C -12.633 5.824 -20.297
O -12.466 5.705 -21.703
H -13.520 5.254 -20.004
H -11.800 5.333 -19.785
H -12.679 6.862 -19.957
H -11.596 5.229 -21.846
C -9.423 0.469 -16.555
O -9.085 -0.427 -17.607
H -8.596 1.154 -16.397
H -10.363 0.985 -16.778
H -9.688 -0.088 -15.647
H -9.672 -1.192 -17.537
C -6.068 -1.862 -22.328
O -7.407 -2.145 -22.706
H -5.569 -2.818 -22.153
H -5.584 -1.391 -23.189
H -5.959 -1.258 -21.425
H -7.768 -1.294 -23.048
C -14.100 -0.228 -16.408
O -15.209 -0.421 -15.510
H -13.641 0.745 -16.206
H -13.400 -1.051 -16.283
H -14.388 -0.090 -17.450
H -14.885 -1.057 -14.871
C -14.070 0.327 -23.603
O -14.138 1.084 -24.796
H -13.919 -0.752 -23.754
H -13.329 0.694 -22.898
H -15.058 0.339 -23.112
H -14.806 0.603 -25.294
C -7.802 0.399 -25.174
O -8.350 0.203 -23.870
H -7.584 -0.539 -25.687
H -8.522 0.977 -25.758
H -6.857 0.939 -25.062
H -8.373 1.137 -23.472
C -14.957 -2.961 -18.434
O -13.635 -2.496 -18.559
H -14.949 -4.028 -18.168
H -15.448 -2.495 -17.577
H -15.591 -2.833 -19.312
H -13.323 -2.599 -19.477
C -17.023 -1.259 -19.754
O -17.497 -2.550 -19.360
H -16.462 -0.890 -18.896
H -16.304 -1.330 -20.573
H -17.804 -0.546 -20.020
H -17.991 -2.901 -20.107
C -11.161 -3.322 -16.606
O -11.135 -2.261 -17.561
H -11.600 -4.215 -17.054
H -10.168 -3.525 -16.209
H -11.773 -3.061 -15.736
H -12.075 -2.126 -17.800
C -7.837 -5.531 -22.081
O -8.423 -4.793 -23.117
H -8.224 -5.311 -21.084
H -8.000 -6.602 -22.247
H -6.741 -5.490 -22.113
H -8.154 -3.860 -23.034
C -14.945 3.541 -22.946
O -13.556 3.324 -23.004
H -15.365 2.619 -22.526
H -15.127 4.371 -22.253
H -15.403 3.775 -23.910
H -13.154 3.799 -22.267
C -12.324 -4.537 -20.997
O -13.013 -3.293 -21.115
H -11.293 -4.465 -21.354
H -12.203 -4.779 -19.940
H -12.877 -5.313 -21.528
H -13.314 -3.269 -22.027
*
```

=====

# 2
Here is a cluster of 13 separate species, H26O13 in total at a distorted geometry from the Open Molecules 2025 dataset. Energies are from wB97M-V/def2-TZVPD.

**Orbital gap**: 9.677 eV
**ΔE to the lowest compared entry with this formula, charge and spin**: 535.23 kJ/mol

```
! RIJCOSX wB97M-V def2-TZVPD def2/J DEFGRID3
* xyz 0 1
H -0.471 -1.198 -0.013
H 0.430 -0.210 -0.735
H -0.788 3.807 0.325
H -1.790 4.529 -0.561
H 3.932 -0.987 -0.153
H 4.273 0.434 0.263
H 2.611 1.183 -3.155
H 1.839 2.453 -2.840
H 0.325 -3.003 -3.306
H -0.766 -2.248 -2.565
H 2.112 0.854 0.520
H 2.773 1.223 1.838
H 2.442 2.936 -0.198
H 3.576 2.963 -1.210
H -2.922 -1.950 1.450
H -3.517 -1.988 0.052
H 0.103 2.186 -1.624
H 0.723 1.489 -0.424
H -2.795 -2.670 3.023
H -3.443 -1.635 3.928
H 0.102 -3.141 0.031
H 0.920 -2.587 -1.125
H -4.949 0.495 0.629
H -3.622 0.052 1.224
H -0.998 -1.644 2.413
H 0.502 -1.445 2.560
O 0.075 -0.418 0.136
O -0.950 4.057 -0.592
O 3.591 -0.086 -0.177
O 2.292 1.715 -2.418
O -0.560 -2.639 -3.422
O 2.307 1.609 1.087
O 3.382 3.133 -0.282
O -3.609 -2.380 0.928
O 0.127 1.338 -1.166
O -2.961 -1.724 3.097
O 0.269 -3.265 -0.911
O -4.220 -0.119 0.487
O -0.344 -1.118 2.887
*
```

=====

# 3
Here is a structure of composition C15H24BBrF4NO2PRh from the Open Molecules 2025 dataset. Energies are from wB97M-V/def2-TZVPD.

**Orbital gap**: 8.031 eV
**ΔE to the lowest compared entry with this formula, charge and spin**: 0.00 kJ/mol

```
! RIJCOSX wB97M-V def2-TZVPD def2/J DEFGRID3
* xyz 1 1
Rh -0.913 0.754 0.522
Br -0.668 1.816 3.985
C -0.231 0.038 3.562
C 0.318 -0.801 4.516
C 0.622 -2.099 4.145
C 0.359 -2.525 2.849
C -0.188 -1.619 1.971
N -0.474 -0.357 2.323
C -0.527 -2.006 0.551
O -0.389 -3.119 0.138
O -1.043 -1.026 -0.202
H 0.507 -0.435 5.514
H 1.062 -2.775 4.865
H 0.569 -3.528 2.506
C -1.467 4.578 -1.797
C -0.861 3.395 -1.047
C -1.008 3.556 0.476
P -1.431 1.706 -1.431
C -0.810 1.030 -2.999
C 0.712 0.869 -2.965
C -1.272 1.856 -4.203
C -3.221 1.389 -1.199
C -4.256 2.375 -1.723
C -3.377 1.153 0.316
H -0.913 5.484 -1.547
H -2.506 4.738 -1.512
H -1.426 4.450 -2.876
H 0.212 3.328 -1.266
H -2.037 3.747 0.775
H -0.385 4.376 0.835
H -0.601 2.721 1.103
H -1.267 0.035 -3.038
H 1.221 1.824 -2.822
H 1.037 0.468 -3.926
H 1.035 0.187 -2.182
H -0.762 2.819 -4.234
H -2.349 2.027 -4.222
H -1.006 1.319 -5.113
H -3.345 0.420 -1.695
H -4.220 3.318 -1.177
H -5.255 1.956 -1.596
H -4.119 2.587 -2.782
H -3.364 2.066 0.904
H -2.705 0.366 0.800
H -4.319 0.640 0.527
F 1.013 0.709 0.168
B 2.218 1.419 1.071
F 3.223 1.437 0.181
F 1.649 2.629 1.368
F 2.335 0.577 2.128
*
```

=====

# 4
Here is the molecule C4H7NO2 from the Open Molecules 2025 dataset. Energies are from wB97M-V/def2-TZVPD.

**Orbital gap**: 10.682 eV
**ΔE to the lowest compared entry with this formula, charge and spin**: 153.06 kJ/mol

```
! RIJCOSX wB97M-V def2-TZVPD def2/J DEFGRID3
* xyz 0 1
O -0.815 -0.528 1.483
C -0.969 -0.021 0.164
C -0.279 -0.897 -0.881
N 1.114 -1.062 -0.463
C 1.622 -0.100 0.189
O 1.121 1.126 0.428
C -0.247 1.322 0.048
H -0.119 -1.200 1.503
H -2.042 0.097 -0.008
H -0.345 -0.414 -1.866
H -0.717 -1.894 -0.980
H 2.599 -0.211 0.654
H -0.291 1.691 -0.988
H -0.632 2.090 0.718
*
```

=====

# 5
Here is a structure of composition CH10MnO8 at a distorted geometry from the Open Molecules 2025 dataset. Energies are from wB97M-V/def2-TZVPD.

**Orbital gap (spin up / spin down)**: 4.265 / 4.254 eV
**ΔE to the lowest compared entry with this formula, charge and spin**: 65.47 kJ/mol

```
! RIJCOSX wB97M-V def2-TZVPD def2/J DEFGRID3
* xyz 0 6
Mn 0.009 -0.146 -0.268
C -1.080 1.888 1.832
O -0.580 2.001 2.996
O -0.284 1.410 0.849
O -2.294 2.148 1.530
O -2.103 -0.185 -0.895
H -2.429 -0.465 -1.757
H -2.872 0.156 -0.411
O 2.240 0.152 0.122
H 3.027 -0.200 -0.308
H 2.539 0.535 0.958
O 0.379 -1.318 1.696
H -0.183 -1.043 2.437
H 1.016 -1.936 2.066
O 0.186 -2.147 -1.196
H 1.030 -2.614 -1.211
H -0.374 -2.614 -1.826
O 0.362 1.218 -2.006
H 0.990 0.981 -2.697
H 0.420 2.178 -1.912
*
```

=====

# 6
Here is a structure of composition C4H5NO at a distorted geometry from the Open Molecules 2025 dataset. Energies are from wB97M-V/def2-TZVPD.

**Orbital gap**: 9.018 eV
**ΔE to the lowest compared entry with this formula, charge and spin**: 443.31 kJ/mol

```
! RIJCOSX wB97M-V def2-TZVPD def2/J DEFGRID3
* xyz 0 1
O -1.315 -1.064 0.418
C -0.047 -1.121 0.240
C 0.373 0.153 -1.378
C 0.618 0.125 -0.011
C -0.500 1.268 1.201
N -0.368 2.179 1.918
H -1.418 -0.061 0.738
H 0.459 -2.076 0.345
H 1.151 0.455 -2.073
H -0.606 -0.063 -1.787
H 1.638 0.285 0.329
*
```

=====

# 7
Here is a cluster of 2 separate species, C19H38N4OPSi3 in total at a distorted geometry from the Open Molecules 2025 dataset. Energies are from wB97M-V/def2-TZVPD.

**Orbital gap**: 1.553 eV
**ΔE to the lowest compared entry with this formula, charge and spin**: 1348.73 kJ/mol

```
! RIJCOSX wB97M-V def2-TZVPD def2/J DEFGRID3
* xyz 1 1
C -1.650 3.095 -4.221
Si -0.462 1.670 -3.576
C -1.593 0.146 -3.243
C 0.703 1.208 -5.037
N 0.361 2.342 -2.125
C 1.366 3.510 -2.176
C 2.079 4.147 -0.808
C 1.732 3.510 0.691
C 2.328 4.073 2.111
C 3.336 3.282 3.135
C 3.781 4.050 4.549
N 3.265 5.443 4.943
P 3.703 6.269 6.476
N 2.627 5.814 7.823
O 3.438 8.013 6.286
C 2.321 6.237 4.016
C 1.818 5.593 2.576
C 0.665 2.233 0.676
C 0.029 1.704 -0.777
H -1.018 3.945 -4.738
H -2.312 3.516 -3.322
H -2.396 2.690 -5.060
H -2.285 0.247 -2.286
H -2.343 0.069 -4.162
H -0.927 -0.828 -3.171
H 1.018 2.212 -5.566
H 1.610 0.526 -4.725
H 0.058 0.561 -5.803
H 1.641 3.986 -3.213
H 2.825 5.071 -0.916
H 3.728 2.188 2.863
H 4.528 3.529 5.305
H 2.740 4.822 8.126
H 1.632 6.081 7.662
H 2.882 8.294 7.094
H 1.926 7.324 4.273
H 1.085 6.209 1.873
H 0.389 1.753 1.714
H -0.723 0.782 -0.669
C 0.161 -2.410 0.342
Si -0.795 -4.038 0.241
C -2.145 -3.961 1.540
C 0.405 -5.403 0.702
N -1.422 -4.207 -1.375
Si -2.360 -5.602 -1.832
C -3.948 -5.766 -0.847
C -1.397 -7.204 -1.690
C -2.856 -5.418 -3.648
H 0.570 -2.272 1.349
H 0.994 -2.405 -0.371
H -0.494 -1.562 0.117
H -1.729 -3.630 2.497
H -2.603 -4.939 1.706
H -2.927 -3.252 1.251
H 1.151 -5.551 -0.085
H -0.109 -6.351 0.879
H 0.935 -5.143 1.623
H -3.757 -6.089 0.178
H -4.601 -6.514 -1.308
H -4.491 -4.816 -0.820
H -0.414 -7.113 -2.163
H -1.936 -8.014 -2.191
H -1.258 -7.502 -0.649
H -1.971 -5.358 -4.288
H -3.458 -4.516 -3.796
H -3.450 -6.281 -3.963
*
```

=====

# 8
Here is a structure of composition C6H13O3Ru at a distorted geometry from the Open Molecules 2025 dataset. Energies are from wB97M-V/def2-TZVPD.

**Orbital gap (spin up / spin down)**: 7.830 / 6.758 eV

```
! RIJCOSX wB97M-V def2-TZVPD def2/J DEFGRID3
* xyz 1 7
C 2.269 1.673 -0.735
O 2.094 0.997 0.540
C 2.697 -0.292 0.481
C 1.639 -1.251 -0.025
O 0.335 -0.938 0.500
C -0.744 -1.532 -0.204
C -2.002 -0.800 0.187
O -1.746 0.590 0.018
C -2.906 1.404 0.113
Ru 0.137 1.141 0.898
H 2.284 2.772 -0.688
H 1.318 1.580 -1.312
H 3.693 0.426 0.851
H 1.892 -2.289 0.235
H 1.589 -1.211 -1.125
H -0.829 -2.600 0.043
H -0.576 -1.431 -1.288
H -2.277 -1.001 1.235
H -2.833 -1.114 -0.462
H -2.592 2.441 -0.044
H -3.628 1.112 -0.662
H -3.366 1.303 1.108
H 3.550 -0.981 0.335
*
```

=====

# 9
Here is a structure of composition C31H49FKN13O3 from the Open Molecules 2025 dataset. Energies are from wB97M-V/def2-TZVPD.

**Orbital gap**: 6.108 eV
**ΔE to the lowest compared entry with this formula, charge and spin**: 125.76 kJ/mol

```
! RIJCOSX wB97M-V def2-TZVPD def2/J DEFGRID3
* xyz 0 1
K 1.009 1.384 1.503
N 1.889 3.231 3.403
C 3.266 3.692 3.419
C 4.230 2.561 3.078
N 4.184 2.064 1.702
C 4.700 3.070 0.774
C 4.712 2.670 -0.703
N 3.429 2.498 -1.360
C 4.913 0.799 1.581
C 4.141 -0.271 0.817
N 3.030 -0.763 1.634
H 1.219 3.986 3.448
H 1.681 2.568 4.143
H 3.585 4.096 4.391
H 3.359 4.508 2.702
H 3.990 1.721 3.737
H 5.253 2.891 3.335
H 5.736 3.342 1.060
H 4.089 3.969 0.867
H 5.308 1.763 -0.843
H 5.258 3.459 -1.229
H 2.881 3.350 -1.297
H 2.846 1.831 -0.869
H 5.118 0.407 2.582
H 5.895 0.956 1.111
H 4.836 -1.066 0.514
H 3.726 0.151 -0.097
H 3.345 -1.464 2.291
H 2.310 -1.180 1.056
C -4.140 0.788 -3.745
C -2.927 1.342 -4.480
N -1.692 1.123 -3.730
C -1.339 2.052 -2.803
C -0.384 1.921 -1.849
C -0.221 3.151 -0.919
O -1.134 3.986 -0.999
O 0.815 3.190 -0.215
C 0.300 0.650 -1.757
O 1.009 0.249 -0.830
C 0.022 -0.297 -2.861
C 0.701 -1.520 -2.859
C 0.266 -2.525 -3.663
F 0.870 -3.746 -3.634
C -0.867 -2.379 -4.469
C -1.485 -1.160 -4.542
C -1.038 -0.089 -3.749
N -1.516 -3.525 -5.042
C -0.803 -4.256 -6.078
C -1.776 -5.331 -6.616
N -3.146 -4.988 -6.110
C -3.233 -5.162 -4.615
C -2.017 -4.450 -4.014
H -5.055 1.009 -4.299
H -4.221 1.247 -2.759
H -4.056 -0.289 -3.591
H -3.022 2.416 -4.629
H -2.818 0.900 -5.471
H -1.907 2.975 -2.804
H 1.513 -1.666 -2.160
H -2.397 -1.094 -5.114
H 0.103 -4.745 -5.708
H -0.523 -3.564 -6.872
H -1.546 -6.329 -6.248
H -1.813 -5.354 -7.702
H -3.874 -5.510 -6.591
H -3.269 -3.983 -6.269
H -3.253 -6.231 -4.412
H -4.171 -4.711 -4.296
H -1.247 -5.171 -3.717
H -2.325 -3.870 -3.140
N -2.899 -2.263 -1.934
C -2.990 -1.423 -1.126
N -3.266 -0.517 -0.248
C -2.443 0.170 0.493
N -1.794 0.770 1.251
C -3.345 1.662 5.327
C -2.465 2.629 4.558
N -1.270 1.967 4.065
C -0.702 0.886 4.717
N 0.346 0.358 4.183
C 0.920 -0.842 4.758
C 0.002 -1.566 5.732
C -0.601 -0.536 6.671
N -1.293 0.467 5.887
C -2.505 1.051 6.431
H -3.705 0.879 4.656
H -4.206 2.175 5.758
H -2.192 3.466 5.211
H -2.986 3.047 3.698
H -1.256 1.832 3.061
H 1.856 -0.583 5.271
H 1.203 -1.513 3.942
H 0.548 -2.328 6.292
H -0.809 -2.059 5.189
H 0.184 -0.083 7.293
H -1.326 -0.994 7.346
H -2.270 1.817 7.183
H -3.058 0.258 6.942
*
```

=====

# 10
Here is a structure of composition C2H4FeO3 at a distorted geometry from the Open Molecules 2025 dataset. Energies are from wB97M-V/def2-TZVPD.

**Orbital gap (spin up / spin down)**: 8.912 / 7.995 eV
**ΔE to the lowest compared entry with this formula, charge and spin**: 33.38 kJ/mol

```
! RIJCOSX wB97M-V def2-TZVPD def2/J DEFGRID3
* xyz 2 5
O 0.600 -1.734 -0.031
C 0.410 -0.607 0.272
Fe -1.404 1.180 0.557
O 0.151 0.413 -0.564
O -0.151 -0.175 1.428
H 0.119 -0.643 2.232
C 0.702 0.395 -1.904
H 0.260 1.264 -2.398
H 1.790 0.461 -1.812
H 0.410 -0.512 -2.440
*
```